Density functional theory data (ωB97M-V with the def2-TZVPD basis set) for a single C6H13N molecule at a distorted geometry.

The value obtained for the largest force on an atom is 3.112 eV/A. The value obtained for the HOMO energy is -8.951 eV. For the HOMO-LUMO gap, the calculation gives 9.908 eV. The value obtained for the energy above the lowest of the compared OMol25 structures with the same formula, charge and spin is 2.335 eV.

Geometry as ORCA input:
```
! RIJCOSX wB97M-V def2-TZVPD def2/J DEFGRID3
* xyz 0 1
C -1.91 1.01 0.78
C -1.21 0.73 -0.35
C -1.52 1.30 -1.75
C -0.20 -0.51 -0.38
C 0.98 -0.49 0.73
C 1.41 -1.88 1.33
N 2.23 0.13 0.12
H -1.67 0.31 1.57
H -2.58 1.94 0.77
H -0.59 1.85 -2.08
H -1.81 0.71 -2.70
H -2.21 2.15 -1.66
H -0.52 -1.50 -0.38
H 0.17 -0.44 -1.40
H 0.36 0.19 1.51
H 2.02 -2.40 0.63
H 0.49 -2.43 1.52
H 2.06 -1.77 2.27
H 2.33 1.15 0.36
H 2.16 -0.04 -0.90
*
```